(1)
ORCA calculation (ωB97M-V with the def2-TZVPD basis set) on a 26-piece molecular cluster, C5H61N4O26 overall.

Geometry as XYZ:
```
96
Properties=species:S:1:pos:R:3:forces:R:3:mulliken_charge:R:1
C -3.71322 -0.50466 3.42743 -0.1 -0.2 -0.2 -1.353
C -3.57854 0.45598 2.25302 -0.1 -0.1 -0.2 0.740
O -4.82508 1.06139 1.93573 0.0 0.0 0.1 -0.606
C -2.52731 1.56185 2.52499 0.4 0.0 0.2 -0.655
C -1.58019 1.68173 1.39310 -0.6 0.1 -0.2 0.084
N -2.02337 1.80854 0.14406 0.5 -0.2 -0.4 -0.389
C -0.92223 1.85743 -0.62549 -0.2 0.0 0.1 0.270
N -0.92978 1.94731 -1.94540 -0.1 0.2 -0.2 -0.220
N 0.18564 1.77945 0.14516 0.1 0.1 -0.2 0.020
N -0.25370 1.66628 1.43914 -0.3 -0.1 0.2 0.199
H -3.48974 -0.05366 4.39289 -0.1 0.1 0.0 0.329
H -4.73057 -0.89355 3.43458 0.0 0.1 0.1 0.338
H -3.05150 -1.35742 3.27190 0.2 0.1 0.2 0.257
H -3.25652 -0.12710 1.38659 0.1 0.0 0.0 0.179
H -4.98553 0.98403 0.99015 0.0 0.1 0.0 0.335
H -2.00608 1.40708 3.46958 0.1 -0.1 -0.1 0.495
H -3.04546 2.52004 2.59120 -0.1 0.0 0.0 0.057
H -1.82643 1.93062 -2.40745 0.0 0.1 0.0 0.213
H -0.10574 2.11374 -2.50800 0.1 -0.1 0.1 0.256
H 1.15828 1.77444 -0.11722 0.0 0.0 0.1 0.134
H 0.35427 1.59444 2.24581 0.5 0.2 0.1 0.231
O 1.78840 1.33152 -2.77082 -0.3 0.1 0.6 -0.629
H 1.43878 0.60553 -2.23920 0.0 -0.2 -0.3 0.308
H 2.57101 0.93114 -3.17325 0.3 -0.1 -0.1 0.267
O -3.63604 -0.07265 -2.00286 0.0 0.1 0.1 -0.671
H -3.08894 0.47489 -1.43622 -0.1 0.0 0.3 0.368
H -3.77904 -0.88884 -1.49387 0.1 -0.1 -0.3 0.361
O 3.94636 -0.75073 -3.27422 -0.3 0.2 0.2 -0.642
H 4.90135 -0.62099 -3.32594 0.4 0.0 -0.3 0.287
H 3.84793 -1.64326 -2.92473 0.0 0.0 -0.1 0.318
O -1.13350 4.84733 0.83918 0.1 0.0 0.1 -0.612
H -0.59500 4.11491 0.53338 0.0 0.1 -0.1 0.404
H -0.51328 5.58725 0.88606 0.0 0.3 0.0 0.285
O -3.62877 5.75196 2.13649 0.1 0.0 0.3 -0.643
H -3.93053 5.01919 2.68335 -0.1 -0.1 -0.2 0.331
H -2.87878 5.40156 1.63503 0.0 0.0 0.0 0.353
O -1.00051 -2.67627 3.02012 0.1 0.3 -0.2 -0.607
H -0.08338 -2.57021 2.73934 0.0 -0.2 0.1 0.340
H -1.01656 -3.54525 3.44096 -0.4 -0.1 0.0 0.287
O 1.63846 -2.32687 -4.69367 0.0 0.1 0.2 -0.630
H 2.32910 -1.65563 -4.70483 0.1 0.0 -0.1 0.313
H 1.21116 -2.24423 -5.55499 0.1 0.0 -0.1 0.352
O -3.09477 6.36156 5.16571 0.1 -0.2 -0.1 -0.662
H -3.10549 6.31505 4.20071 -0.1 0.1 -0.2 0.385
H -4.01805 6.48800 5.40395 0.0 0.1 0.1 0.316
O 7.11300 -0.52812 -3.52959 -0.1 0.0 0.1 -0.563
H 7.64924 -1.28859 -3.78061 -0.1 0.0 -0.2 0.257
H 7.73924 0.19483 -3.41567 -0.1 0.1 0.1 0.309
O -0.71325 8.12658 4.02640 0.1 -0.2 -0.1 -0.617
H -1.14112 7.44028 4.55230 -0.2 0.1 0.1 0.298
H 0.10535 8.31977 4.49239 0.0 0.0 0.0 0.311
O -3.82508 -2.79688 -1.35178 -0.1 0.1 0.1 -0.652
H -3.44657 -3.54610 -0.88321 0.0 0.0 -0.1 0.307
H -4.21472 -3.19638 -2.13594 0.0 0.0 0.0 0.263
O 9.22487 -2.47998 -5.04255 0.0 -0.1 0.1 -0.639
H 9.85049 -2.88135 -4.42963 0.0 0.0 0.0 0.309
H 9.56154 -2.70159 -5.91782 0.0 0.1 0.0 0.308
O 6.32297 -3.20375 -5.04924 0.0 0.0 0.1 -0.599
H 7.27703 -3.05244 -5.09960 0.0 0.0 -0.1 0.344
H 6.23854 -4.10247 -4.71662 0.0 0.0 -0.1 0.305
O -1.95431 -5.20167 4.31009 0.4 -0.1 0.1 -0.611
H -2.72610 -5.75893 4.14465 -0.2 0.3 -0.1 0.300
H -1.67805 -5.42018 5.20509 -0.1 0.0 0.0 0.281
O -4.95519 -5.37322 3.99625 0.0 -0.1 0.1 -0.632
H -5.24213 -4.59905 3.50341 0.1 0.0 0.0 0.302
H -5.37309 -5.28148 4.86330 0.0 0.0 0.1 0.341
O 1.83889 1.60592 3.65026 -0.2 -0.2 -0.2 -0.663
H 2.45823 2.13395 4.16486 -0.1 0.1 -0.1 0.307
H 1.70879 0.80353 4.16851 0.0 0.0 0.0 0.306
O 0.64443 7.34726 -0.08352 -0.1 -0.2 -0.1 -0.589
H 1.30104 8.04990 -0.10696 0.0 0.0 0.1 0.286
H 0.14248 7.45462 -0.89789 0.0 0.0 0.0 0.307
O 6.69403 1.86229 -1.92687 -0.1 0.1 -0.1 -0.636
H 5.92721 2.23927 -2.37422 -0.1 0.1 0.1 0.333
H 6.33618 1.15201 -1.38549 0.1 -0.1 -0.1 0.285
O 7.58158 2.97644 -4.58271 0.0 0.0 0.0 -0.645
H 6.95654 2.36857 -4.98997 0.1 0.0 0.0 0.321
H 7.62133 2.71152 -3.65677 0.0 0.0 0.0 0.326
O 3.19248 3.45997 -1.11145 -0.1 0.0 0.1 -0.609
H 2.50212 2.89789 -1.48681 0.2 -0.1 -0.2 0.379
H 3.28686 3.21707 -0.18531 0.1 0.1 0.0 0.289
O -6.41609 -4.85133 6.96939 0.0 0.0 -0.2 -0.657
H -7.28016 -4.53506 6.68554 0.0 0.0 0.0 0.329
H -6.60937 -5.51657 7.63777 0.0 0.0 0.0 0.326
O 1.72129 -3.54796 3.39974 0.2 0.0 0.1 -0.615
H 1.42514 -4.20990 4.03393 0.0 0.0 -0.1 0.303
H 2.60497 -3.31068 3.69851 0.0 0.0 -0.1 0.305
O -3.02353 -5.62524 -1.85125 0.1 -0.1 0.0 -0.647
H -2.38193 -5.92324 -1.19713 -0.1 -0.1 0.0 0.294
H -2.69169 -5.97691 -2.68630 0.0 0.1 0.0 0.346
O 0.65710 -1.91644 -7.66048 -0.1 0.0 0.1 -0.629
H 1.04435 -1.61338 -8.48726 0.1 0.0 0.0 0.306
H -0.28626 -1.98451 -7.83854 0.0 0.0 0.0 0.312
O -5.38560 -7.07191 -3.09097 0.0 0.0 -0.1 -0.640
H -4.82494 -6.49011 -2.56532 0.0 -0.1 0.2 0.344
H -5.57528 -7.81921 -2.51638 0.0 0.0 0.0 0.314
```
Positions in Å, forces in eV/Å.

## Properties
* HOMO-LUMO gap: 9.878 eV
* LUMO: -0.09667 hartree
* total charge: +1

=====

(2)
ORCA calculation (ωB97M-V with the def2-TZVPD basis set) on a 2-piece molecular cluster, C4H11NO3 overall.

Geometry as XYZ:
```
19
Properties=species:S:1:pos:R:3:forces:R:3:mulliken_charge:R:1
C -0.71471 0.72986 -0.88629 -1.4 0.8 -4.3 0.020
N 0.47682 1.20759 -0.34581 0.4 -1.2 2.8 0.259
C 0.51568 2.61182 0.06068 3.6 -0.9 1.3 -0.766
C 1.31519 0.29832 0.43448 0.8 -0.6 -1.4 -0.698
C 0.68625 -0.17003 1.86270 -0.5 2.6 1.0 -0.117
O -0.39957 -0.96779 1.93026 -0.5 -1.3 -1.2 -0.397
O -1.11736 -0.39881 -1.01183 1.0 -0.2 1.7 -0.361
H -1.19562 1.48063 -1.59098 0.2 0.0 1.4 0.360
H -0.06759 2.70644 1.03395 0.6 0.2 -1.2 0.326
H 1.69560 2.70532 0.24892 -2.8 0.5 0.0 0.304
H 0.27290 3.28326 -0.73478 -0.7 0.3 -0.3 0.401
H 2.33506 0.68745 0.62404 -1.0 0.8 0.4 0.450
H 1.65525 -0.53714 -0.23179 -1.3 -0.1 0.6 0.321
H 1.51451 -0.63431 2.41044 -0.2 0.1 -0.2 0.315
H 0.34321 0.83060 2.40667 1.3 -1.3 -1.2 0.217
H -1.05636 -0.91510 1.20292 0.4 0.3 0.5 0.364
H -2.24389 -4.22027 -3.21266 -0.6 -0.3 0.1 0.322
H -1.55623 -4.23191 -1.90419 -1.9 -0.7 -0.3 0.308
O -2.45913 -4.46597 -2.29673 2.6 1.0 0.2 -0.629
```
Positions in Å, forces in eV/Å.

## Properties
* HOMO-LUMO gap (spin up / spin down): 9.438 / 4.373 eV
* LUMO (spin up / spin down): -0.15272 / -0.33888 hartree
* spin multiplicity: 2
* total charge: +1
* energy above the lowest of the compared OMol25 structures with the same formula, charge and spin: 70.0 kcal per mole

=====

Calculated values (eV/Å) of largest force on an atom for the records, taken in order: 0.7, 4.6.